[1]
ORCA calculation (ωB97M-V/def2-TZVPD) on a 9-piece molecular cluster, C24H51N3O6S6 overall at a distorted geometry.

XYZ file:
```
90
Properties=species:S:1:pos:R:3:lowdin_charge:R:1
C 3.3435 -2.2994 1.1064 -0.266
S 3.4105 -4.0333 0.5759 0.849
O 2.3991 -4.6955 1.4412 -0.584
C 2.4364 -3.8283 -0.9799 -0.250
H 2.3337 -1.9532 1.3269 0.026
H 3.5742 -1.5667 0.3330 0.057
H 3.9796 -2.0156 1.9448 0.051
H 1.9108 -4.7329 -1.2857 0.057
H 2.9447 -3.5634 -1.9071 0.047
H 1.6770 -3.1141 -0.6618 0.023
C 1.6988 3.3533 2.5256 -0.266
S 2.9003 4.7192 2.5267 0.852
O 3.2081 4.7295 1.0139 -0.597
C 1.7794 6.1843 2.9302 -0.239
H 0.7773 3.7058 2.0621 0.025
H 1.4121 2.9870 3.5113 0.036
H 2.1365 2.5570 1.9236 0.034
H 1.6168 6.6022 1.9367 0.040
H 2.0745 7.0483 3.5256 0.039
H 0.7821 5.9022 3.2678 0.030
C 1.1546 1.9261 -3.8090 -0.261
S 1.3766 3.1730 -5.1742 0.836
O 1.0593 4.5838 -4.6982 -0.586
C 3.2834 3.1060 -5.2122 -0.240
H 1.4492 2.4225 -2.8843 0.051
H 1.7255 1.0470 -4.1079 0.046
H 0.1232 1.6418 -3.6003 0.015
H 3.6155 3.8793 -5.9049 0.037
H 3.7680 2.1902 -5.5508 0.040
H 3.7237 3.2635 -4.2276 0.047
C 0.8359 -1.4211 5.0547 -0.276
S 1.0816 0.0348 6.1328 0.856
O 0.6706 1.2377 5.2990 -0.577
C -0.2587 -0.4827 7.2674 -0.258
H -0.2058 -1.4682 4.7372 0.035
H 0.9875 -2.3888 5.5328 0.055
H 1.5192 -1.3186 4.2116 0.038
H 0.0573 -0.2480 8.2839 0.039
H -0.3782 -1.5646 7.2085 0.039
H -1.2059 0.0091 7.0461 0.062
C -2.3875 -4.9032 4.2152 -0.283
S -2.0469 -4.0730 2.6496 0.876
O -1.6910 -2.7197 3.1547 -0.585
C -0.5034 -5.1247 2.4412 -0.233
H -3.1956 -4.3558 4.7004 0.049
H -1.6080 -4.8890 4.9770 0.064
H -2.6835 -5.9041 3.9008 0.047
H -0.0971 -4.9657 1.4423 0.025
H -0.7038 -6.1696 2.6780 0.052
H 0.2667 -4.8066 3.1441 0.050
C -3.9298 -1.0173 -2.8466 -0.256
S -3.3263 0.6094 -3.4337 0.869
O -2.2140 0.2697 -4.4069 -0.598
C -4.8000 0.8679 -4.6017 -0.228
H -4.8633 -0.8847 -2.2997 0.054
H -3.2245 -1.3330 -2.0778 0.028
H -4.0170 -1.7745 -3.6258 0.067
H -5.0447 -0.0313 -5.1670 0.053
H -4.6464 1.6510 -5.3442 0.048
H -5.6165 1.2559 -3.9927 0.041
N -2.3098 4.0665 -0.5079 0.016
C -2.0237 2.9552 0.1848 -0.157
C -1.7033 3.2928 1.4617 -0.130
C -1.8721 4.6849 1.5673 -0.117
C -2.2117 5.1349 0.3094 -0.141
H -2.7170 4.1549 -1.4280 0.153
H -2.1335 1.9472 -0.1870 0.100
H -1.5120 2.6118 2.2778 0.102
H -1.9978 5.2055 2.5051 0.094
H -2.4631 6.1259 -0.0383 0.108
N -0.1672 -1.7265 -4.5521 0.033
C 0.0565 -2.0002 -5.9094 -0.109
C 1.0807 -2.9942 -6.0536 -0.091
C 1.4239 -3.3030 -4.7280 -0.146
C 0.7794 -2.4273 -3.9032 -0.189
H -0.8544 -1.1189 -4.1294 0.078
H -0.3986 -1.3513 -6.6429 0.095
H 1.4472 -3.4314 -6.9706 0.085
H 2.0583 -4.1380 -4.4693 0.087
H 0.8680 -2.2814 -2.8368 0.083
N -0.3002 -1.0051 1.4770 0.054
C -0.6169 -1.1109 0.0970 -0.124
C -0.0532 -0.0690 -0.6440 -0.110
C 0.5992 0.7112 0.3104 -0.131
C 0.5092 0.0913 1.5301 -0.168
H -0.4633 -1.5919 2.2827 0.071
H -1.3905 -1.8019 -0.2037 0.088
H -0.0697 0.0643 -1.7156 0.075
H 1.2014 1.5951 0.1603 0.093
H 0.7892 0.3982 2.5270 0.095
```

Calculated values
**Largest force on an atom**: 0.0740 Eh/bohr
**Charge**: 0
**Frontier orbital gap**: 0.2920 Ha
**Molecular weight**: 670.09 g/mol
**Spin multiplicity**: 1
**Total energy**: -3949.58531 hartree

=====

[2]
ORCA calculation (ωB97M-V/def2-TZVPD) on C24H51N5O3OsPSi3Te as an isolated structure.

XYZ file:
```
89
Properties=species:S:1:pos:R:3:lowdin_charge:R:1
Os 0.0801 -0.5886 -0.6470 1.177
C -3.2815 -0.2047 1.8610 -0.164
Si -1.8707 0.9617 1.4122 0.514
C -0.5642 0.5680 2.7097 -0.188
C -2.5075 2.6954 1.7154 -0.147
C -1.2290 0.9604 -0.4559 -0.623
Si -0.5654 3.4417 -1.7922 0.367
C -2.2273 4.2082 -2.1749 -0.151
C 0.1743 2.7959 -3.3881 -0.159
C 0.5370 4.7167 -1.0052 -0.146
Si -2.6525 0.4296 -1.5818 0.524
C -4.3327 1.2260 -1.3564 -0.147
C -2.2933 0.4226 -3.4156 -0.158
C -2.7760 -1.3748 -0.9884 -0.298
C -3.8764 -2.2024 -1.1772 -0.041
C -3.8877 -3.4813 -0.6474 -0.035
C -2.7867 -3.9102 0.0786 -0.035
C -1.7127 -3.0540 0.2153 -0.131
N -1.6942 -1.8238 -0.3081 -0.114
H -3.4749 0.0000 2.9187 0.046
H -3.0430 -1.2635 1.7859 0.022
H -4.2143 -0.0232 1.3285 0.023
H -1.0811 0.3850 3.6560 0.038
H 0.1342 1.3883 2.8741 -0.006
H 0.0266 -0.3202 2.4729 0.002
H -2.5776 2.8774 2.7905 0.043
H -3.5071 2.8240 1.2936 0.037
H -1.8569 3.4506 1.2756 0.024
H -2.8981 3.5175 -2.6869 0.009
H -2.0819 5.0584 -2.8465 0.043
H -2.7289 4.5715 -1.2756 0.040
H -0.4317 3.1078 -4.2416 0.037
H 0.2530 1.7103 -3.4115 0.002
H 1.1818 3.1912 -3.5302 0.035
H 0.1126 5.0724 -0.0638 0.031
H 0.6565 5.5806 -1.6631 0.043
H 1.5331 4.3109 -0.8083 -0.002
H -4.2826 2.2929 -1.5716 0.024
H -4.7373 1.1155 -0.3513 0.021
H -5.0475 0.7932 -2.0613 0.043
H -2.2341 1.4295 -3.8306 0.024
H -3.1164 -0.0907 -3.9207 0.043
H -1.3642 -0.0978 -3.6515 0.027
H -4.7326 -1.8292 -1.7244 0.114
H -4.7442 -4.1285 -0.7828 0.118
H -2.7568 -4.8896 0.5351 0.114
H -0.8350 -3.3448 0.7738 0.089
C 4.3156 -0.2445 3.9480 -0.066
C 4.3342 0.6653 2.7446 -0.311
O 2.9788 0.8386 2.2803 -0.443
P 2.4774 2.0983 1.4079 0.664
O -0.7146 2.2826 -0.6085 -0.356
Te 3.9505 1.9830 -0.6698 0.956
O 3.2100 3.3366 2.1559 -0.445
C 2.4146 4.4678 2.5821 -0.303
C 2.4546 4.5773 4.0870 -0.069
H 5.3306 -0.3885 4.3189 0.084
H 3.9040 -1.2212 3.6926 0.069
H 3.7148 0.1890 4.7469 0.083
H 4.9062 0.2334 1.9187 0.091
H 4.7526 1.6407 2.9931 0.109
H 1.3925 4.3471 2.2089 0.090
H 2.8429 5.3490 2.1045 0.121
H 1.9960 3.7072 4.5590 0.078
H 1.9124 5.4677 4.4080 0.083
H 3.4839 4.6600 4.4346 0.083
C 1.9356 -2.7368 0.9902 -0.055
N 1.5186 -3.7776 0.0649 -0.160
C 1.2579 -5.0737 0.6684 -0.050
C 1.2427 -3.5099 -1.2352 -0.437
N 0.9458 -2.2921 -1.6172 -0.009
N 1.2953 -4.5523 -2.1117 -0.153
C 0.6747 -4.4039 -3.4179 -0.045
C 2.4048 -5.5009 -2.0782 -0.034
H 2.7947 -3.0890 1.5652 0.100
H 1.1399 -2.4803 1.6976 0.078
H 2.2328 -1.8377 0.4513 0.060
H 0.6359 -4.9378 1.5574 0.092
H 2.1813 -5.5652 0.9819 0.097
H 0.7322 -5.7170 -0.0323 0.095
H 1.0984 -2.1599 -2.6088 0.068
H 1.3155 -3.8634 -4.1243 0.099
H -0.2778 -3.8854 -3.3239 0.093
H 0.4895 -5.3959 -3.8265 0.097
H 2.9667 -5.4001 -1.1551 0.083
H 3.0829 -5.3051 -2.9129 0.100
H 2.0363 -6.5236 -2.1616 0.099
N 2.4062 1.1098 -1.7458 -0.376
C 1.5480 0.4325 -1.2752 -0.487
```

Calculated values
**Largest force on an atom**: 0.0184 Eh/bohr
**Charge**: +1
**Frontier orbital gap (spin up / spin down)**: 0.2601 / 0.2623 Ha
**Molecular weight**: 890.77 g/mol
**Spin multiplicity**: 1
**Total energy**: -3013.02132 hartree